# 1
ORCA calculation (ωB97M-V with the def2-TZVPD basis set) on C41H44BrN2P2PdSi2 as an isolated structure.

Calculated values
HOMO energy (spin up / spin down): -3.553 / -4.656 eV
Charge: -1
E: -154069.9590 eV
Molecular weight: 869.3 g mol⁻¹
2S+1: 3

Geometry (Å):
Pd  0.0631  -0.6891  1.2132
C  3.5588  -2.8097  -1.2536
Si  3.3195  -1.2511  -0.1712
C  3.2274  -1.8809  1.6501
C  4.9229  -0.2012  -0.3736
N  1.9257  -0.4244  -0.7214
P  1.4922  1.0554  -0.2993
C  -0.0126  1.2942  0.5177
P  -1.5061  1.0240  -0.3123
N  -1.8774  -0.5171  -0.5219
Si  -3.4074  -1.2346  -0.2342
C  -4.7138  -0.6455  -1.5182
C  -3.2332  -3.1284  -0.4234
C  -4.1400  -0.9525  1.5200
C  -2.6669  1.9386  0.7592
C  -3.8277  2.5411  0.2923
C  -4.6120  3.2776  1.1619
C  -4.2582  3.3956  2.4966
C  -3.1460  2.7272  2.9802
C  -2.3542  2.0023  2.1113
C  -1.6554  1.9042  -1.8905
C  -1.5105  1.1582  -3.0526
C  -1.5581  1.7792  -4.2839
C  -1.7511  3.1485  -4.3555
C  -1.8669  3.8982  -3.1973
C  -1.8037  3.2836  -1.9630
C  1.7388  2.1258  -1.7481
C  1.2836  3.4371  -1.7366
C  1.4371  4.2288  -2.8593
C  2.0527  3.7180  -3.9902
C  2.4804  2.4010  -4.0134
C  2.3114  1.6024  -2.8983
C  2.5970  1.7700  0.9679
C  3.5800  2.7223  0.7511
C  4.3909  3.1238  1.7981
C  4.2438  2.5622  3.0544
C  3.2500  1.6227  3.2833
C  2.4331  1.2367  2.2419
H  4.5278  -3.2434  -1.0291
H  3.5312  -2.5958  -2.3166
H  2.8012  -3.5549  -1.0402
H  3.4417  -2.9439  1.7127
H  2.2079  -1.7352  2.0264
H  3.9090  -1.3602  2.3165
H  5.7534  -0.8127  -0.7108
H  5.2218  0.2851  0.5499
H  4.7693  0.5797  -1.1128
H  -4.2804  0.0195  -2.2577
H  -5.5281  -0.1165  -1.0331
H  -5.1385  -1.4926  -2.0445
H  -2.9581  -3.4135  -1.4323
H  -4.1807  -3.6041  -0.1923
H  -2.4840  -3.5312  0.2481
H  -4.5472  0.0465  1.6428
H  -3.3644  -1.0779  2.2708
H  -4.9310  -1.6636  1.7404
H  -4.1013  2.4443  -0.7512
H  -5.4954  3.7797  0.7917
H  -4.8575  4.0050  3.1580
H  -2.8851  2.7876  4.0269
H  -1.4578  1.4895  2.4627
H  -1.3728  0.0908  -2.9527
H  -1.4612  1.2081  -5.1958
H  -1.8097  3.6388  -5.3151
H  -2.0145  4.9681  -3.2601
H  -1.8871  3.8647  -1.0531
H  0.8050  3.8204  -0.8445
H  1.0694  5.2454  -2.8621
H  2.1901  4.3461  -4.8610
H  2.9458  2.0058  -4.9056
H  2.6161  0.5661  -2.8847
H  3.7072  3.1603  -0.2285
H  5.1588  3.8675  1.6330
H  4.9002  2.8628  3.8579
H  3.1230  1.1873  4.2653
H  1.6200  0.5086  2.3986
Br  -0.5748  -1.5271  3.6136
C  -0.2830  -3.3973  3.1233
C  -0.3470  -4.3428  4.1074
C  -0.1190  -5.6866  3.7753
C  0.1095  -6.0461  2.4783
C  0.1252  -5.0864  1.4479
C  0.2788  -5.4533  0.0978
C  0.2575  -4.4988  -0.8844
C  0.1383  -3.1406  -0.5573
C  0.0136  -2.7284  0.7494
C  -0.0473  -3.7058  1.7695
H  -0.5613  -4.0599  5.1264
H  -0.1346  -6.4329  4.5558
H  0.2813  -7.0810  2.2149
H  0.4108  -6.5023  -0.1392
H  0.3522  -4.7840  -1.9249
H  0.1453  -2.4044  -1.3514

# 2
ORCA calculation (ωB97M-V with the def2-TZVPD basis set) on C41H44CdNO3P2 as an isolated structure.

Calculated values
HOMO energy: -10.197 eV
Charge: +1
E: -74000.6914 eV
Molecular weight: 773.2 g mol⁻¹

Geometry (Å):
Cd  -0.2436  -0.9126  0.9447
C  2.2613  1.0153  -1.3868
C  2.3476  1.6623  -0.0094
P  1.0378  2.9231  0.3631
C  1.8702  3.8388  1.7156
C  1.3437  4.0259  2.9890
C  1.9964  4.8320  3.9143
C  3.1844  5.4610  3.5807
C  3.7123  5.2966  2.3059
C  3.0536  4.5043  1.3810
C  -0.1921  1.9518  1.3517
C  -1.5466  2.1958  1.1035
C  -2.5243  1.7568  1.9898
C  -2.1716  1.0666  3.1397
C  -0.8369  0.7858  3.3994
C  0.1414  1.2108  2.5061
C  0.9383  0.3302  -1.7207
P  -0.4623  1.4844  -2.1832
C  0.2976  2.1888  -3.6853
C  0.3887  3.5760  -3.7552
C  1.0083  4.1925  -4.8364
C  1.5425  3.4226  -5.8564
C  1.4583  2.0351  -5.7981
C  0.8407  1.4243  -4.7201
C  -1.6992  0.2828  -2.7857
C  -2.4167  -0.4387  -1.8296
C  -3.4529  -1.2852  -2.1908
C  -3.7998  -1.4168  -3.5295
C  -3.1106  -0.6908  -4.4895
C  -2.0724  0.1553  -4.1219
H  3.0540  0.2630  -1.4505
H  2.4861  1.7539  -2.1611
H  3.2971  2.1952  0.0579
H  2.3748  0.9066  0.7823
H  0.4090  3.5574  3.2729
H  1.5681  4.9685  4.8986
H  3.6911  6.0863  4.3032
H  4.6285  5.7999  2.0274
H  3.4595  4.4214  0.3787
H  -1.8217  2.7580  0.2191
H  -3.5654  1.9656  1.7823
H  -2.9344  0.7326  3.8294
H  -0.5554  0.2292  4.2835
H  1.1864  1.0372  2.7440
H  0.6422  -0.2816  -0.8568
H  1.0796  -0.4006  -2.5196
H  -0.0229  4.1759  -2.9521
H  1.0702  5.2715  -4.8793
H  2.0234  3.8995  -6.7001
H  1.8701  1.4337  -6.5977
H  0.7692  0.3426  -4.6939
H  -2.2098  -0.3014  -0.7671
H  -4.0064  -1.8174  -1.4274
H  -4.6148  -2.0670  -3.8186
H  -3.3867  -0.7733  -5.5325
H  -1.5598  0.7237  -4.8873
C  -6.6890  -2.3343  3.0699
O  -6.4110  -3.1805  1.9606
C  -5.1753  -3.1569  1.4354
C  -4.9847  -4.0076  0.3236
C  -3.7585  -4.0450  -0.2589
C  -2.6572  -3.2584  0.1825
C  -1.4309  -3.3677  -0.5622
C  -1.3024  -4.3781  -1.6735
O  -0.4127  -2.6575  -0.3831
C  -2.8644  -2.4107  1.3165
O  -1.9575  -1.6573  1.8816
C  -4.1417  -2.3836  1.9164
H  -7.7367  -2.4900  3.3059
H  -6.5200  -1.2875  2.8107
H  -6.0728  -2.6090  3.9281
H  -5.8102  -4.6079  -0.0285
H  -3.6249  -4.6992  -1.1076
H  -1.5341  -5.3854  -1.3296
H  -0.2845  -4.3428  -2.0503
H  -1.9864  -4.1351  -2.4884
H  -4.2561  -1.7380  2.7734
C  4.9553  -1.5688  3.0296
C  4.3454  -2.3233  1.8412
C  5.0825  -1.9799  0.5398
C  4.3400  -3.8360  2.0910
C  2.9443  -1.8805  1.6881
N  1.8610  -1.5272  1.5696
H  5.9802  -1.9142  3.1625
H  4.4053  -1.7639  3.9496
H  4.9732  -0.4941  2.8498
H  6.1078  -2.3397  0.6235
H  5.1082  -0.9031  0.3721
H  4.6188  -2.4609  -0.3211
H  5.3724  -4.1675  2.2008
H  3.8917  -4.3752  1.2572
H  3.7992  -4.0878  3.0024

# 3
ORCA calculation (ωB97M-V with the def2-TZVPD basis set) on a 10-piece molecular cluster, C41H44F20O19 overall.

Calculated values
HOMO energy: -9.141 eV
Structure (SMILES): O=C1OC[C@@H](F)O1.O=C1OC[C@@H](F)O1.O=C1OC[C@@H](F)O1.CCOC(=O)C(F)(F)F.CCOC(=O)C(F)(F)F.CCOC(=O)C(F)(F)F.CCOC(=O)C(F)(F)F.CCOC(=O)C(F)(F)F.Fc1ccccc1.Fc1ccccc1
Charge: 0
E: -136484.3756 eV
Molecular weight: 1220.7 g mol⁻¹

Geometry (Å):
O  -9.3057  -17.0170  5.7186
C  -8.2051  -17.4553  5.7722
O  -7.6835  -18.3815  6.5822
C  -6.3145  -18.6340  6.2066
C  -6.1781  -17.9046  4.8586
F  -6.3142  -18.8007  3.7937
O  -7.2535  -17.0448  4.8570
H  -5.6827  -18.1384  7.0008
H  -6.1560  -19.7011  6.0224
H  -5.2918  -17.2813  4.7551
O  -4.7757  -29.9846  3.2321
C  -5.1109  -29.2300  2.3984
O  -5.7056  -28.0378  2.6953
C  -6.2332  -27.3944  1.4968
C  -5.6349  -28.2150  0.4243
F  -4.4451  -27.7256  -0.1052
O  -5.3359  -29.4649  1.1075
H  -7.3002  -27.5144  1.4163
H  -5.9466  -26.3666  1.5157
H  -6.3186  -28.4942  -0.3775
O  -12.4371  -20.1422  2.4284
C  -12.3162  -18.9656  2.5418
O  -12.5199  -18.1986  3.6378
C  -12.2735  -16.8109  3.3446
C  -11.6251  -16.8685  1.9838
F  -10.2598  -16.6713  2.0276
O  -11.9509  -18.1766  1.4668
H  -13.2322  -16.2704  3.3938
H  -11.5845  -16.4894  4.1324
H  -12.0092  -16.2565  1.2074
C  -8.1649  -30.2260  4.0893
C  -8.4030  -30.1899  2.5893
O  -9.7113  -29.6514  2.2123
C  -9.8284  -29.1512  0.9525
O  -8.9051  -28.9336  0.2422
C  -11.3166  -28.9383  0.5518
F  -11.3570  -28.1442  -0.4976
F  -11.8308  -30.1486  0.2386
F  -12.0043  -28.4517  1.5971
H  -7.2546  -30.7031  4.3805
H  -8.9691  -30.8152  4.6260
H  -8.1313  -29.1632  4.5048
H  -8.3482  -31.1816  2.0647
H  -7.6765  -29.5690  2.1070
C  -9.0330  -23.3857  -0.4199
C  -9.5314  -24.7517  -0.7641
O  -8.9442  -25.2459  -2.0159
C  -7.7341  -25.7815  -1.9033
O  -7.1771  -26.0923  -0.8843
C  -7.0873  -26.0313  -3.3188
F  -7.9473  -26.2984  -4.2836
F  -6.4138  -24.9403  -3.6799
F  -6.2264  -27.0325  -3.2121
H  -9.2253  -23.2775  0.6562
H  -9.5920  -22.6678  -1.0047
H  -8.0076  -23.3940  -0.5800
H  -10.6070  -24.8526  -0.9406
H  -9.4359  -25.4565  0.0785
C  -11.1620  -27.7982  5.2145
C  -10.7446  -26.8420  4.1011
O  -11.9338  -26.1294  3.6528
C  -11.8096  -25.6514  2.4182
O  -10.9823  -25.8987  1.5876
C  -12.9033  -24.6220  2.1321
F  -12.8252  -24.0753  0.9553
F  -14.0827  -25.2066  2.2993
F  -12.6807  -23.6838  3.0765
H  -11.5901  -28.7045  4.7500
H  -11.9305  -27.2609  5.8298
H  -10.2626  -28.0338  5.7815
H  -10.3477  -27.3148  3.2506
H  -10.0323  -26.0651  4.3117
C  -6.5793  -25.8592  7.8693
C  -6.2419  -24.4234  7.9363
O  -5.0967  -24.0990  7.0382
C  -5.1395  -22.9384  6.3488
O  -5.8228  -21.9919  6.5344
C  -4.0816  -23.0674  5.1449
F  -4.3314  -22.2032  4.1494
F  -2.8890  -22.8289  5.6711
F  -4.1913  -24.2760  4.6241
H  -5.6160  -26.3578  8.1193
H  -6.9472  -26.1670  6.8810
H  -7.2832  -26.1836  8.6245
H  -5.8910  -24.1364  8.9333
H  -7.0277  -23.7078  7.6252
C  -9.6276  -20.9288  4.1546
C  -10.4628  -22.2402  4.1059
O  -9.6343  -23.1772  3.3866
C  -8.7001  -23.7678  4.0928
O  -8.5869  -23.7576  5.2905
C  -7.6846  -24.6215  3.2142
F  -7.1875  -25.6355  3.9389
F  -8.2692  -25.1189  2.1158
F  -6.6548  -23.9302  2.8221
H  -8.5946  -21.1877  4.4329
H  -10.0469  -20.2835  4.9508
H  -9.5394  -20.4599  3.1916
H  -11.3105  -22.0882  3.5046
H  -10.6649  -22.5727  5.1216
F  -6.9830  -19.5487  -0.1829
C  -6.3846  -20.7310  -0.4297
C  -5.8376  -21.4845  0.6122
C  -5.0226  -22.5388  0.3149
C  -4.7649  -22.9220  -0.9894
C  -5.4321  -22.2795  -2.0722
C  -6.2464  -21.1719  -1.7498
H  -5.9952  -21.2123  1.6694
H  -4.4887  -23.0843  1.0861
H  -4.0632  -23.7360  -1.1848
H  -5.3243  -22.6450  -3.0887
H  -6.7558  -20.5836  -2.4971
F  -13.5743  -21.7067  8.5439
C  -12.2572  -21.6972  8.1820
C  -11.5867  -22.9131  8.2911
C  -10.2436  -22.9239  8.0428
C  -9.6020  -21.7739  7.6817
C  -10.3020  -20.5625  7.6145
C  -11.6682  -20.4911  7.8692
H  -12.1001  -23.7931  8.6043
H  -9.6832  -23.8517  8.0106
H  -8.5441  -21.9272  7.3785
H  -9.7410  -19.7118  7.2880
H  -12.2638  -19.5864  7.8596

# 4
ORCA calculation (ωB97M-V with the def2-TZVPD basis set) on C41H44IN4OP2S2Ti as an isolated structure.

Calculated values
HOMO energy (spin up / spin down): -12.488 / -12.488 eV
Charge: +2
E: -122690.5597 eV
Molecular weight: 909.7 g mol⁻¹
2S+1: 2

Geometry (Å):
Ti  14.0383  12.0700  12.3444
N  14.7623  12.4224  14.4303
N  14.2355  13.6742  15.0028
C  13.6614  14.5911  14.2191
N  13.1377  15.6344  14.8347
S  13.6965  14.4596  12.5251
H  14.2193  11.7050  14.9695
H  15.7035  12.3436  14.7324
H  14.6327  13.8914  15.9127
H  13.0788  15.5521  15.8689
H  12.4839  16.2143  14.2957
C  16.1274  9.4191  10.7911
N  17.5318  9.6163  11.2798
C  17.6428  10.7020  12.2022
P  16.7493  12.2807  11.7452
C  17.3494  12.6325  10.0679
C  18.7250  12.7531  9.7543
C  19.1528  13.0638  8.4723
C  18.2247  13.2121  7.4461
C  16.8359  13.0245  7.7706
C  16.4304  12.8640  9.0593
C  17.3732  13.5460  12.8468
C  16.9488  14.8271  12.5296
C  17.1378  15.8901  13.3503
C  17.8282  15.7275  14.5381
C  18.3330  14.4023  14.8615
C  18.0856  13.3552  14.0107
C  18.5720  9.5250  10.2560
C  19.8406  9.8348  10.6176
C  20.8668  9.8977  9.6046
C  20.5857  9.6897  8.3280
C  19.2673  9.3807  7.9584
C  18.2831  9.2259  8.9398
P  14.8271  9.5381  12.0933
C  13.4505  8.7739  11.1602
C  13.3095  9.0201  9.8158
C  12.3692  8.4222  9.0621
C  11.4944  7.6518  9.6934
C  11.5181  7.3371  11.0669
C  12.5875  7.8442  11.7627
C  15.4981  8.4799  13.4185
C  15.2187  8.8499  14.7871
C  15.7010  8.0820  15.8164
C  16.5910  7.0514  15.4717
C  16.9232  6.7004  14.1934
C  16.4112  7.4869  13.1317
H  16.0643  8.4214  10.3147
H  15.7902  9.9792  9.9216
H  18.6915  11.0077  12.2987
H  17.2795  10.4523  13.2046
H  19.3777  12.6113  10.6311
H  20.2161  13.1929  8.3052
H  18.4622  13.4448  6.4086
H  16.0971  13.1789  7.0475
H  15.4356  12.7986  9.1536
H  16.4396  14.9546  11.5828
H  16.7659  16.9056  13.0692
H  17.9422  16.5720  15.1872
H  19.0555  14.3755  15.6517
H  18.5263  12.4004  14.2793
H  20.0387  10.0721  11.6267
H  21.8131  10.1843  9.9224
H  21.3200  9.7307  7.5769
H  19.0547  9.1132  6.9533
H  17.2574  8.8813  8.7326
H  14.0350  9.7101  9.3391
H  12.3520  8.5569  7.9680
H  10.6534  7.1939  9.1428
H  10.7253  6.6698  11.4859
H  12.7677  7.6211  12.8117
H  14.5342  9.6485  14.9996
H  15.3702  8.0919  16.8673
H  17.0244  6.4510  16.2952
H  17.5495  5.8415  13.9739
H  16.6964  7.1506  12.1388
C  12.3506  18.4956  10.4869
C  12.1803  17.0436  10.0468
C  13.3205  16.4567  9.4390
C  13.3896  15.0729  9.3496
C  12.3205  14.3044  9.6909
C  11.0861  14.8789  10.1068
C  11.0531  16.2793  10.2579
S  12.3390  12.4876  9.5208
C  12.8535  12.1234  7.7958
O  13.6352  12.1000  10.2471
H  12.3544  19.2805  9.7504
H  13.2666  18.6518  10.9869
H  11.5970  18.7481  11.2780
H  14.1509  17.0787  9.0818
H  14.2312  14.5772  8.8428
H  10.2840  14.2294  10.3230
H  10.0677  16.6554  10.5999
H  13.6929  12.8056  7.5415
H  12.0018  12.2522  7.1448
H  13.2501  11.0856  7.7315
I  11.7032  11.3315  13.4847